Entry i
Formula: C5H14NO2
Source: the Open Molecules 2025 dataset
Level of theory: wB97M-V/def2-TZVPD

## Properties
E_HOMO   -3.4 eV
M   120.17 u
Charge   -1
Frontier orbital gap   7.3231 eV

Geometry (Å):
C (-0.3753, -2.1188, -0.3569)
C (-1.6143, -1.2316, -0.3889)
C (0.7559, -1.5793, 0.5310)
N (1.6813, -0.6879, -0.1583)
C (1.8684, 0.6869, 0.3349)
C (0.8799, 1.6969, -0.1836)
O (-0.3198, 1.5569, 0.5113)
H (-0.0396, -2.3369, -1.3848)
H (-0.6486, -3.1363, -0.0460)
H (-2.5449, -1.7747, -0.6225)
H (-1.5075, -0.3876, -1.0544)
H (-1.8394, -0.8793, 0.6031)
H (0.3400, -0.9417, 1.3010)
H (1.2524, -2.4440, 1.0090)
H (1.6350, -0.6112, -1.1579)
H (1.8544, 0.7081, 1.4178)
H (2.8877, 0.9412, 0.0472)
H (0.6591, 1.6459, -1.2799)
H (1.2703, 2.7403, -0.1158)
H (-2.7521, 2.3838, 0.2709)
H (-1.2509, 2.6156, 0.3913)
O (-2.1920, 3.1539, 0.3312)



Entry ii
Formula: C5H14NO2
Source: the Open Molecules 2025 dataset
Level of theory: wB97M-V/def2-TZVPD

## Properties
E_HOMO   -3.4 eV
M   120.17 u
Charge   -1
Frontier orbital gap   7.5298 eV

Geometry (Å):
C (-2.5959, 0.6772, -0.5577)
O (-2.1417, -0.4373, 0.1709)
C (-1.9839, 2.0331, -0.1323)
C (-0.8575, 2.5059, -1.0197)
H (-2.4750, 0.4906, -1.6426)
H (-3.6886, 0.7531, -0.4334)
H (-1.0814, -0.3704, 0.3025)
H (-2.7945, 2.7609, 0.0041)
H (-1.6113, 1.8753, 0.8840)
H (-1.1524, 2.6526, -2.0607)
H (-0.4342, 3.4321, -0.6076)
H (-0.0443, 1.7795, -0.9984)
C (1.3250, -1.1984, -0.0003)
O (0.3628, -0.3192, 0.4084)
C (2.1361, -1.7465, 1.1565)
N (3.2232, -2.6177, 0.6968)
H (0.9156, -2.0547, -0.5874)
H (2.0288, -0.7119, -0.7117)
H (2.6238, -0.9174, 1.6744)
H (1.4664, -2.2465, 1.8683)
H (3.8147, -2.9367, 1.4490)
H (2.9642, -3.4037, 0.1370)



Entry iii
Formula: C5H14NO2
Source: the Open Molecules 2025 dataset
Level of theory: wB97M-V/def2-TZVPD

## Properties
E_HOMO   -3.6 eV
M   120.17 u
Charge   -1
Frontier orbital gap   7.4575 eV

Geometry (Å):
C (1.9298, -0.0338, -1.5459)
N (1.5375, 0.0580, -0.1580)
C (-2.2535, 0.7803, -0.5661)
C (-0.9364, 0.0483, -0.7533)
C (0.2112, 0.6427, 0.0642)
C (-0.1455, 0.6983, 1.5604)
O (-0.6852, -0.4920, 2.0286)
H (1.9000, 0.9555, -2.0083)
H (1.3425, -0.7295, -2.1500)
H (2.9809, -0.3439, -1.5986)
H (1.5874, -0.8798, 0.2348)
H (-2.9865, 0.4066, -1.2749)
H (-2.6347, 0.6871, 0.4502)
H (-2.1561, 1.8629, -0.7199)
H (-1.0728, -0.9618, -0.3723)
H (-0.6530, -0.0143, -1.8086)
H (0.3579, 1.6763, -0.3180)
H (0.8019, 0.8985, 2.0956)
H (-0.8478, 1.5353, 1.7090)
H (1.3606, -2.4616, 1.7681)
H (-0.0702, -1.6739, 1.7502)
O (0.4320, -2.6595, 1.6129)



Question: which arrangement is favored energetically? Ranking from most to least stable: entry iii, entry ii, entry i.



Entry i
Formula: C5H6N2S
Source: the Open Molecules 2025 dataset
Level of theory: wB97M-V/def2-TZVPD

## Properties
E_HOMO   -9.1 eV
M   126.18 u
Charge   0
Frontier orbital gap   9.5738 eV

Geometry (Å):
C (1.9164, -1.3203, 0.1635)
C (0.6823, -1.1027, -0.2992)
N (0.0207, 0.1633, -0.2821)
C (0.5938, 1.4094, -0.1313)
N (-0.2598, 2.3531, -0.0439)
C (-1.4830, 1.7073, 0.0679)
C (-1.3580, 0.3644, -0.1831)
S (-2.3851, -1.0848, -0.0910)
H (2.4348, -0.4326, 0.6433)
H (2.3934, -2.2642, 0.0147)
H (0.1813, -1.9563, -0.8558)
H (1.7023, 1.4958, -0.3142)
H (-2.4218, 2.2024, 0.1044)
H (-2.0173, -1.5347, 1.2068)



Entry ii
Formula: C5H6N2S
Source: the Open Molecules 2025 dataset
Level of theory: wB97M-V/def2-TZVPD

## Properties
E_HOMO   -8.7 eV
M   126.18 u
Charge   0
Frontier orbital gap   7.8649 eV

Geometry (Å):
C (3.3546, -0.4708, -0.0010)
C (1.9122, -0.0494, 0.0000)
C (1.3913, 1.2446, 0.0054)
N (0.0390, 1.0828, -0.0018)
C (-0.2176, -0.2512, 0.0096)
C (-1.5443, -0.8073, -0.0013)
S (-2.9297, 0.0476, 0.0002)
N (0.9078, -0.9613, -0.0037)
H (3.6136, -1.0541, -0.8864)
H (4.0006, 0.4142, -0.0152)
H (3.5933, -1.0543, 0.9046)
H (1.8685, 2.1863, -0.0076)
H (-0.6611, 1.8007, -0.0200)
H (-1.5446, -1.8996, -0.0168)



Entry iii
Formula: C5H6N2S
Source: the Open Molecules 2025 dataset
Level of theory: wB97M-V/def2-TZVPD

## Properties
E_HOMO (alpha / beta)   -9.3 / -8.3 eV
M   126.18 u
Charge   0
Frontier orbital gap (alpha / beta)   8.4503 / 7.7096 eV

Geometry (Å):
C (0.1477, -2.2324, 1.0995)
C (0.4622, -1.0982, 0.4186)
C (-1.3587, -0.9526, 1.6806)
C (-0.8780, 0.8690, 0.1507)
C (1.2206, 1.9761, -2.1548)
N (-0.9289, -2.1321, 1.9271)
N (-0.5594, -0.2921, 0.7485)
S (-1.8057, 2.1439, 0.4887)
H (0.6581, -3.1962, 0.9323)
H (1.1469, -0.8855, -0.3244)
H (-2.0169, -0.4591, 2.2494)
H (1.2953, 3.0435, -2.0048)
H (0.4730, 1.7618, -2.8206)
H (2.1437, 1.4540, -2.3907)



Entry iv
Formula: C5H6N2S
Source: the Open Molecules 2025 dataset
Level of theory: wB97M-V/def2-TZVPD

## Properties
E_HOMO   -9.4 eV
M   126.18 u
Charge   0
Frontier orbital gap   7.9692 eV

Geometry (Å):
N (3.5293, -1.0157, -0.1043)
C (2.4990, -0.4230, 0.1662)
C (1.3191, 0.4920, 0.2159)
S (1.5686, 2.0051, -0.1897)
C (0.0906, -0.2532, 0.7276)
C (-0.6535, -0.9467, -0.5544)
C (-1.5699, 0.3642, -0.5024)
N (-1.0148, 0.6812, 0.8415)
H (0.3364, -0.8785, 1.6648)
H (-0.0523, -1.1033, -1.4315)
H (-1.2935, -1.7991, -0.2588)
H (-1.3924, 1.2413, -1.1357)
H (-2.6771, 0.0226, -0.4836)
H (-0.6896, 1.6133, 1.0444)



Question: which arrangement is favored energetically? Ranking from most to least stable: entry ii, entry i, entry iv, entry iii.



Entry i
Formula: C2H4N2S2
Source: the Open Molecules 2025 dataset
Level of theory: wB97M-V/def2-TZVPD

## Properties
E_HOMO   -8.9 eV
M   120.20 u
Charge   0
Frontier orbital gap   8.6233 eV

Geometry (Å):
H (1.7220, 1.5677, -0.9518)
N (1.7511, 0.9775, -0.1241)
C (0.5387, 0.5866, 0.1767)
N (0.2286, -0.1485, 1.4203)
S (-0.9102, 0.6850, -0.9729)
C (-1.1312, -0.9929, -1.0707)
S (-2.2757, -1.7575, -1.8768)
H (-0.6897, 0.3256, 1.9461)
H (0.9953, 0.0901, 1.9686)
H (-0.2290, -1.3336, -0.5154)



Entry ii
Formula: C2H4N2S2
Source: the Open Molecules 2025 dataset
Level of theory: wB97M-V/def2-TZVPD

## Properties
E_HOMO   -8.7 eV
M   120.20 u
Charge   0
Frontier orbital gap   6.6508 eV

Geometry (Å):
C (-0.4669, -0.3901, -0.3832)
C (0.6349, 0.5434, -0.1969)
H (-3.8778, 0.3924, 0.0674)
H (-0.3843, -1.5772, -0.3759)
H (-0.0159, 1.5042, -0.4934)
H (3.9810, 0.2206, 1.4877)
N (-1.6511, 0.3484, -0.2643)
N (1.8501, 0.5835, 0.1753)
S (-2.9912, -0.7298, 0.1136)
S (2.9210, -0.8954, -0.1302)



Question: which arrangement is favored energetically? Ranking from most to least stable: entry i, entry ii.



Entry i
Formula: C2H4N2S2
Source: the Open Molecules 2025 dataset
Level of theory: wB97M-V/def2-TZVPD

## Properties
E_HOMO   -8.7 eV
M   120.20 u
Charge   0
Frontier orbital gap   7.8770 eV

Geometry (Å):
N (2.1958, -0.1392, -0.1828)
N (0.9286, 0.3623, -0.0630)
C (-0.0285, -0.5063, -0.0334)
C (-1.3805, 0.0254, 0.0301)
S (-2.6792, -1.0094, -0.0922)
S (-1.6189, 1.7844, -0.0791)
H (2.8746, 0.4767, 0.1411)
H (2.4160, -1.0481, 0.2857)
H (0.2207, -1.5276, -0.0624)
H (-2.9286, 1.5818, 0.0561)



Entry ii
Formula: C2H4N2S2
Source: the Open Molecules 2025 dataset
Level of theory: wB97M-V/def2-TZVPD

## Properties
E_HOMO   -8.8 eV
M   120.20 u
Charge   0
Frontier orbital gap   8.2055 eV

Geometry (Å):
N (0.4985, -1.7870, 1.6365)
N (0.3429, -0.5018, 2.2099)
C (-0.4395, 0.3450, 1.7567)
S (-1.1411, 0.1101, 0.0993)
C (0.3108, 0.6822, -0.7929)
S (0.7159, 0.6360, -2.4758)
H (-0.2232, -2.2578, 1.0452)
H (1.0724, -2.3630, 2.2387)
H (-0.3771, 1.5195, 2.2079)
H (1.2140, 1.0223, -0.1762)



Question: which arrangement is favored energetically? Ranking from most to least stable: entry i, entry ii.



Entry i
Formula: C2H4N2S2
Source: the Open Molecules 2025 dataset
Level of theory: wB97M-V/def2-TZVPD

## Properties
E_HOMO   -8.5 eV
M   120.20 u
Charge   0
Frontier orbital gap   8.2248 eV

Geometry (Å):
C (1.9401, -2.1350, -0.0844)
N (1.2892, -0.9411, 0.0287)
S (-0.0941, -1.0079, -0.9080)
C (-1.0966, 0.3590, -0.7657)
N (-1.4425, 1.4355, -0.1181)
S (-0.3717, 1.7397, 1.3252)
H (1.3386, -3.1851, -0.5182)
H (3.0271, -2.1778, 0.2618)
H (-1.8631, -0.1627, -1.4878)
H (0.9615, 1.0106, 0.7948)



Entry ii
Formula: C2H4N2S2
Source: the Open Molecules 2025 dataset
Level of theory: wB97M-V/def2-TZVPD

## Properties
E_HOMO   -8.8 eV
M   120.20 u
Charge   0
Frontier orbital gap   7.9420 eV

Geometry (Å):
N (-0.4793, -1.3783, -0.1380)
C (0.0930, -0.0875, 0.0309)
C (-0.0499, 0.6820, 1.3556)
S (-1.1277, 0.2186, 2.4460)
N (0.7490, 0.6507, -0.8175)
S (0.9064, -0.0297, -2.4443)
H (-0.2581, -1.8548, -0.9936)
H (-0.8475, -1.8416, 0.6876)
H (0.5314, 1.5288, 1.4304)
H (1.9690, 0.6721, -2.7832)



Entry iii
Formula: C2H4N2S2
Source: the Open Molecules 2025 dataset
Level of theory: wB97M-V/def2-TZVPD

## Properties
E_HOMO   -8.6 eV
M   120.20 u
Charge   0
Frontier orbital gap   7.3752 eV

Geometry (Å):
C (0.8541, -0.6639, 1.0654)
C (2.0049, -0.3176, 0.4184)
N (-0.2069, 0.0538, 1.1195)
N (-2.1927, 1.3721, 0.7435)
S (2.0132, 1.2508, -0.2723)
S (-0.4426, 1.3861, 0.2922)
H (0.6466, -1.7025, 1.4592)
H (2.7735, -1.1381, 0.4911)
H (-2.5573, 0.4562, 0.4838)
H (-2.6964, 2.2504, 0.4032)



Question: which arrangement is favored energetically? Ranking from most to least stable: entry ii, entry iii, entry i.



Entry i
Formula: C9H18N2O3
Source: the Open Molecules 2025 dataset
Level of theory: wB97M-V/def2-TZVPD

## Properties
E_HOMO   -9.0 eV
M   202.25 u
Charge   0
Frontier orbital gap   9.6634 eV

Geometry (Å):
C (1.5690, 0.1370, -2.2128)
C (0.0157, 0.2587, -2.4691)
C (-0.8492, 0.0335, -1.1860)
C (-2.3685, 0.2042, -1.5252)
C (-0.3799, 0.9958, 0.1342)
N (-0.9357, 0.3855, 1.2529)
C (-0.3147, -0.5184, 2.1224)
O (-0.3648, -0.4919, 3.2957)
C (0.6119, -1.4626, 1.4424)
C (0.8208, -2.5310, 2.4176)
N (1.8979, -0.8496, 1.1014)
C (-0.8016, 2.5241, 0.2572)
O (-1.8152, 2.8554, 0.7856)
O (0.0159, 3.3453, -0.4189)
H (1.8195, -0.5566, -1.4422)
H (2.2452, -0.1056, -3.1089)
H (2.0799, 1.1182, -1.8774)
H (-0.2029, -0.5570, -3.1284)
H (-0.2138, 1.1410, -2.9655)
H (-0.5293, -0.8987, -0.7354)
H (-2.5400, 0.7123, -2.4666)
H (-2.8615, 1.0218, -0.9017)
H (-2.9366, -0.7847, -1.2639)
H (0.7267, 0.8663, 0.0773)
H (-1.6686, 0.9489, 1.6640)
H (0.0648, -1.7730, 0.4252)
H (1.3859, -3.4312, 2.0262)
H (-0.1769, -2.8711, 2.7771)
H (1.4228, -2.1015, 3.2139)
H (2.1875, -0.2467, 1.9062)
H (2.3893, -1.6197, 1.0217)
H (-0.2936, 4.2512, -0.2190)



Entry ii
Formula: C9H18N2O3
Source: the Open Molecules 2025 dataset
Level of theory: wB97M-V/def2-TZVPD

## Properties
E_HOMO   -9.3 eV
M   202.25 u
Charge   0
Frontier orbital gap   9.7637 eV

Geometry (Å):
C (2.4222, 2.4365, -0.1206)
C (1.7709, 1.1041, -0.5375)
C (0.8228, 0.3484, 0.3752)
C (1.4822, 0.2431, 1.7788)
C (0.4639, -0.9803, -0.3063)
N (-0.8147, -1.5534, 0.3939)
C (-2.0685, -0.9700, 0.5569)
O (-2.8525, -1.2571, 1.5328)
C (-2.4989, 0.0436, -0.5270)
C (-3.5525, 1.0762, -0.2740)
N (-2.5348, -0.9909, -1.6696)
C (1.4485, -2.1163, -0.2811)
O (1.5876, -3.0138, 0.5556)
O (2.5533, -1.9599, -1.2315)
H (3.2134, 2.6675, -0.9379)
H (3.0973, 2.2762, 0.7839)
H (1.6449, 3.2473, -0.1534)
H (2.8444, 0.6527, -0.5240)
H (1.3776, 1.3384, -1.5550)
H (-0.1130, 0.8388, 0.4763)
H (0.7931, 0.4171, 2.8213)
H (2.3818, 1.1230, 2.0139)
H (2.1228, -0.7837, 1.7269)
H (0.3622, -0.8894, -1.4341)
H (-0.4641, -1.9703, 1.3581)
H (-1.4458, 0.7079, -0.7702)
H (-3.2194, 1.4790, 0.7022)
H (-4.5344, 0.5297, -0.1064)
H (-3.9808, 1.9522, -0.9806)
H (-3.5940, -1.1804, -1.3153)
H (-1.8430, -1.9602, -1.2422)
H (3.1272, -2.8562, -1.1092)



Entry iii
Formula: C9H18N2O3
Source: the Open Molecules 2025 dataset
Level of theory: wB97M-V/def2-TZVPD

## Properties
E_HOMO   -9.7 eV
M   202.25 u
Charge   0
Frontier orbital gap   10.2894 eV

Geometry (Å):
C (0.9449, -0.6103, -3.5580)
C (1.1701, -0.3561, -2.1351)
C (0.4807, 0.9546, -1.6985)
C (1.4758, 2.0308, -1.5234)
C (-0.4884, 0.8167, -0.4817)
N (0.1739, 0.0414, 0.5067)
C (0.1709, 0.2864, 1.8601)
O (-0.1697, 1.3739, 2.2674)
C (0.5804, -0.8372, 2.7347)
C (2.0250, -1.4309, 2.3640)
N (-0.4421, -1.8732, 2.3931)
C (-1.8087, 0.2337, -0.8736)
O (-2.5474, 0.5977, -1.7540)
O (-2.2671, -0.6483, -0.0574)
H (1.6763, -1.4001, -3.8973)
H (-0.1530, -0.8746, -3.6548)
H (1.2586, 0.3245, -4.0660)
H (0.6853, -1.1736, -1.6213)
H (2.2581, -0.4397, -1.7859)
H (-0.2367, 1.3375, -2.4099)
H (0.9950, 2.9455, -1.1771)
H (1.9990, 2.1051, -2.5473)
H (2.2284, 1.6396, -0.8408)
H (-0.7278, 1.6842, 0.1287)
H (0.2099, -0.8735, 0.1991)
H (0.6051, -0.5471, 3.8594)
H (2.7745, -0.7671, 2.8232)
H (2.0940, -1.4570, 1.3386)
H (2.1345, -2.2871, 3.0083)
H (-0.2464, -2.5191, 3.1449)
H (-1.2651, -1.3368, 2.6508)
H (-1.8435, -0.6509, 0.7700)



Question: which arrangement is favored energetically? Ranking from most to least stable: entry iii, entry i, entry ii.